# 1
{
  "formula": "C40H24F15GeN5OPdS2",
  "method": "ωB97M-V/def2-TZVPD",
  "homo_energy_ev": [-12.9, -12.9],
  "homo_lumo_gap_ev": [3.99, 3.98],
  "e_lumo_ev": [-8.96, -8.96],
  "total_energy_ev": -173777.1339,
  "total_charge": 2,
  "symbols": ["Pd", "C", "C", "C", "C", "C", "N", "C", "C", "C", "C", "C", "C", "C", "N", "C", "C", "C", "N", "C", "C", "N", "C", "C", "C", "N", "H", "H", "H", "H", "H", "H", "H", "H", "H", "H", "H", "H", "H", "H", "H", "H", "H", "H", "F", "C", "C", "C", "F", "C", "F", "C", "F", "C", "F", "Ge", "S", "C", "C", "F", "C", "F", "C", "F", "C", "F", "C", "F", "C", "C", "F", "C", "F", "C", "F", "C", "F", "C", "F", "C", "S", "C", "O", "H", "H", "H", "H", "H", "H"],
  "positions_angstrom": [[0.410190, -0.307239, -0.016080], [-5.161178, -1.897462, -4.084280], [-4.138569, -1.884900, -3.000194], [-4.484948, -2.203279, -1.674609], [-3.543230, -2.168217, -0.689774], [-2.188712, -1.804680, -0.957452], [-1.291584, -1.772468, 0.035766], [-1.330579, -2.660834, 1.039933], [-1.757621, -4.000000, 0.798431], [-1.790743, -4.934621, 1.792646], [-1.399857, -4.595277, 3.097693], [-1.390540, -5.612413, 4.185580], [-0.959646, -3.287452, 3.351267], [-0.903087, -2.328691, 2.368788], [-0.461691, -1.040947, 2.731268], [-0.650020, -0.447908, 3.944403], [0.154560, 0.652371, 4.003616], [0.828214, 0.674006, 2.771009], [0.457927, -0.341031, 2.014277], [-1.845102, -1.446874, -2.308196], [-2.819898, -1.506389, -3.279417], [-0.541360, -1.119367, -2.709839], [0.008793, -1.409978, -3.924938], [1.187234, -0.736455, -4.028183], [1.309824, -0.030179, -2.820799], [0.271212, -0.255108, -2.032667], [-6.015100, -2.517132, -3.819535], [-4.737783, -2.247367, -5.024954], [-5.528042, -0.880428, -4.253560], [-5.507367, -2.464762, -1.435848], [-3.816883, -2.374238, 0.336545], [-2.015263, -4.273824, -0.216084], [-2.101921, -5.947309, 1.573006], [-2.059256, -6.440848, 3.962568], [-1.662386, -5.173283, 5.144601], [-0.380515, -6.020891, 4.291603], [-0.631436, -3.034199, 4.350731], [-1.358677, -0.837729, 4.655154], [0.258626, 1.340203, 4.824064], [1.584372, 1.354829, 2.413187], [-2.562463, -1.237176, -4.295081], [-0.467915, -2.093620, -4.606632], [1.878172, -0.750665, -4.852421], [2.092700, 0.627336, -2.495100], [7.082574, -2.309211, 0.251980], [6.621319, -2.249084, -0.998724], [5.557618, -1.416576, -1.309239], [5.136307, -1.398965, -2.629145], [4.115658, -0.598816, -2.990727], [5.721903, -2.176154, -3.606528], [5.274406, -2.146105, -4.860027], [6.780566, -3.001478, -3.262621], [7.350468, -3.758043, -4.183482], [7.237033, -3.037956, -1.955311], [8.248564, -3.830599, -1.632231], [4.615756, -0.296374, -0.026460], [2.556662, -1.114740, -0.075606], [5.221102, -0.528657, 1.810478], [5.130753, -1.788150, 2.383383], [4.652996, -2.807749, 1.659875], [5.504461, -2.032922, 3.689436], [5.366977, -3.243042, 4.223226], [6.007747, -0.991136, 4.453245], [6.365738, -1.207968, 5.707684], [6.115718, 0.278677, 3.912349], [6.583245, 1.276578, 4.652487], [5.711338, 0.494020, 2.606079], [5.785479, 1.743000, 2.128702], [4.754384, 1.560226, -0.631536], [3.721376, 2.429884, -0.924793], [2.433157, 2.046137, -0.795347], [3.951805, 3.722733, -1.356151], [2.930674, 4.535536, -1.628670], [5.252745, 4.173916, -1.500419], [5.478059, 5.410610, -1.906533], [6.316074, 3.329874, -1.219319], [7.559616, 3.759815, -1.358407], [6.043878, 2.043333, -0.795384], [7.067985, 1.224831, -0.521698], [-2.907909, 3.279150, 0.479846], [-1.400272, 2.539822, 1.081657], [-0.315126, 3.935044, 0.824333], [-1.006102, 1.545253, 0.006860], [-3.212474, 4.064350, 1.172143], [-3.666688, 2.499990, 0.456788], [-2.739474, 3.683188, -0.517033], [-0.568869, 4.718751, 1.538548], [-0.419422, 4.291045, -0.199428], [0.702875, 3.591313, 0.999383]],
  "atomic_forces_ev_per_a": [[0.253, 0.250, 0.287], [-0.017, 0.026, 0.003], [0.047, -0.077, 0.147], [-0.061, 0.053, -0.181], [0.183, -0.360, 0.003], [0.005, -0.383, -0.260], [-0.055, 0.497, 0.371], [-0.318, -0.024, -0.105], [-0.260, 0.086, 0.007], [-0.010, -0.057, 0.096], [-0.080, 0.014, -0.114], [0.012, -0.007, -0.013], [-0.094, 0.058, 0.068], [0.494, -0.027, -0.079], [-0.148, 0.014, -0.007], [0.030, 0.055, 0.028], [0.051, -0.039, 0.032], [0.214, -0.099, 0.101], [-0.190, 0.185, -0.183], [-0.038, 0.524, 0.148], [-0.054, -0.119, -0.058], [-0.002, -0.236, 0.075], [0.027, -0.002, -0.010], [-0.017, 0.110, -0.069], [-0.199, 0.091, -0.184], [0.446, -0.213, 0.027], [0.000, 0.002, -0.004], [0.002, 0.005, 0.003], [0.003, -0.006, 0.004], [-0.010, 0.047, -0.005], [0.008, 0.077, 0.025], [0.094, -0.005, -0.024], [0.043, -0.009, 0.003], [0.003, 0.000, 0.001], [0.007, 0.007, -0.004], [0.002, 0.007, -0.007], [0.024, -0.018, -0.009], [0.052, -0.079, 0.001], [-0.024, 0.022, -0.024], [-0.051, 0.024, -0.060], [-0.009, 0.017, 0.008], [-0.067, 0.051, 0.005], [0.025, -0.014, 0.030], [0.029, -0.070, 0.048], [0.065, 0.000, -0.016], [-0.088, 0.054, -0.047], [-0.005, 0.011, 0.022], [0.109, -0.080, 0.100], [0.045, 0.046, -0.069], [-0.053, 0.013, -0.022], [0.007, 0.014, -0.001], [0.011, -0.030, -0.033], [0.007, 0.003, -0.005], [0.031, -0.031, 0.045], [0.001, 0.008, 0.005], [-0.645, 0.426, 0.025], [0.023, -0.970, -0.143], [0.145, 0.072, -0.045], [-0.034, 0.096, 0.020], [0.047, -0.027, 0.006], [-0.053, -0.040, -0.013], [0.046, 0.000, -0.012], [0.004, -0.020, 0.037], [0.004, 0.002, 0.004], [0.002, 0.063, 0.008], [-0.009, 0.012, 0.001], [-0.068, -0.140, -0.021], [0.061, 0.038, 0.031], [0.170, -0.068, 0.016], [0.180, -0.025, 0.042], [-0.024, 0.102, 0.082], [-0.058, 0.008, -0.001], [-0.026, 0.005, 0.014], [0.016, 0.061, -0.017], [-0.002, 0.003, -0.007], [0.045, -0.044, -0.002], [-0.003, -0.004, 0.001], [-0.112, -0.001, -0.041], [0.034, 0.061, 0.028], [-0.068, 0.063, 0.070], [0.116, -0.017, -0.205], [-0.012, 0.081, 0.088], [-0.299, -0.067, -0.018], [-0.002, 0.004, -0.015], [0.000, 0.001, 0.005], [0.011, -0.032, -0.007], [0.005, 0.006, -0.013], [0.023, -0.035, -0.013], [-0.002, 0.001, -0.010]]
}

=====

# 2
{
  "formula": "C15H25NO2S",
  "method": "ωB97M-V/def2-TZVPD",
  "homo_energy_ev": -8.4,
  "e_above_lowest_kcal_mol": 24.6,
  "homo_lumo_gap_ev": 8.76,
  "e_lumo_ev": 0.40,
  "total_energy_ev": -32381.1099,
  "smiles": "[H]/N=C1/C[C@@H](C[C@H](C)SCC)CC(=O)/C1=C(/O)CCC",
  "symbols": ["H", "N", "C", "C", "C", "C", "C", "C", "S", "C", "C", "C", "C", "O", "C", "C", "O", "C", "C", "C", "H", "H", "H", "H", "H", "H", "H", "H", "H", "H", "H", "H", "H", "H", "H", "H", "H", "H", "H", "H", "H", "H", "H", "H"],
  "positions_angstrom": [[1.054722, -1.714563, -0.062975], [1.481817, -0.913274, 0.400349], [0.696627, -0.166223, 1.063574], [1.250156, 1.102977, 1.630165], [0.479990, 2.265680, 0.994804], [0.546875, 2.249179, -0.538679], [1.958728, 2.222888, -1.115648], [2.746068, 3.489852, -0.825698], [1.860722, 2.016864, -2.943610], [1.420303, 0.240714, -3.047797], [2.024526, -0.377832, -4.293820], [-0.973898, 2.162780, 1.446265], [-1.624976, 0.802140, 1.259835], [-2.835719, 0.723956, 1.173717], [-0.747413, -0.372977, 1.265525], [-1.250326, -1.628957, 1.482434], [-0.453195, -2.685060, 1.685762], [-2.709647, -1.933131, 1.606487], [-3.030673, -3.389359, 1.940138], [-2.855193, -4.312759, 0.740026], [1.099635, 1.123012, 2.712533], [2.317778, 1.158259, 1.424679], [0.896130, 3.209799, 1.359545], [0.001967, 1.373779, -0.900804], [0.033569, 3.134158, -0.923023], [2.504585, 1.346638, -0.759351], [2.201811, 4.362196, -1.180620], [2.923486, 3.594285, 0.242349], [3.706430, 3.456506, -1.334214], [1.806658, -0.234822, -2.146009], [0.331850, 0.162453, -3.065748], [1.655176, 0.125868, -5.183906], [1.760448, -1.432120, -4.352561], [3.107703, -0.286865, -4.272357], [-1.041450, 2.374137, 2.519296], [-1.598493, 2.899666, 0.937173], [0.484589, -2.432446, 1.665782], [-3.128742, -1.265624, 2.365107], [-3.198545, -1.648569, 0.671236], [-4.067984, -3.437725, 2.276348], [-2.395686, -3.728744, 2.759428], [-3.492147, -3.993073, -0.082237], [-3.124978, -5.331922, 1.005948], [-1.823284, -4.311741, 0.400554]],
  "atomic_forces_ev_per_a": [[-0.350, 0.135, 0.069], [0.777, -0.369, -0.205], [-0.077, 0.081, 0.229], [0.145, 0.184, -0.042], [-0.112, 0.037, -0.001], [0.231, -0.018, 0.284], [-0.195, -0.118, -0.546], [-0.016, -0.211, -0.098], [0.176, -0.171, 0.232], [-0.044, 0.447, 0.087], [-0.030, 0.077, 0.111], [-0.026, 0.259, -0.025], [-0.086, 0.160, 0.028], [-0.096, 0.152, -0.039], [0.004, -0.539, -0.197], [0.076, 0.520, 0.080], [-0.030, -0.150, -0.061], [-0.109, -0.441, 0.220], [0.102, 0.023, -0.167], [-0.024, 0.012, 0.212], [0.007, 0.010, 0.041], [-0.003, -0.058, 0.015], [-0.035, -0.067, 0.016], [-0.074, 0.012, -0.085], [-0.065, -0.038, -0.046], [-0.024, 0.050, 0.036], [-0.050, 0.154, 0.004], [0.011, 0.075, 0.117], [0.098, 0.041, 0.018], [-0.061, -0.026, 0.006], [0.045, -0.136, 0.079], [0.000, -0.019, -0.146], [-0.026, -0.081, -0.075], [0.081, -0.019, -0.040], [-0.028, 0.004, 0.007], [-0.043, -0.068, 0.045], [-0.141, 0.142, 0.002], [0.051, 0.035, -0.139], [0.023, 0.092, 0.100], [0.034, 0.025, 0.067], [-0.108, -0.023, 0.074], [-0.064, -0.001, -0.113], [-0.016, -0.128, -0.064], [0.071, -0.044, -0.089]]
}

=====

# 3
{
  "formula": "C5H16NO2",
  "method": "ωB97M-V/def2-TZVPD",
  "spin_multiplicity": 2,
  "homo_energy_ev": [-18.2, -18.2],
  "e_above_lowest_kcal_mol": 23.2,
  "homo_lumo_gap_ev": [9.44, 5.73],
  "e_lumo_ev": [-8.79, -12.49],
  "s2": 0.75,
  "total_energy_ev": -11009.7734,
  "total_charge": 2,
  "symbols": ["C", "C", "C", "C", "C", "N", "H", "H", "H", "H", "H", "H", "H", "H", "H", "H", "H", "H", "H", "H", "O", "H", "H", "O"],
  "positions_angstrom": [[-0.923028, -0.566619, -0.807994], [0.255573, 0.219478, -0.242803], [1.314941, 0.409660, -1.356548], [0.685241, 1.181662, -2.443446], [1.208371, 1.250683, -3.727711], [0.876330, -0.747827, 0.808862], [-1.769787, 0.049681, -1.135880], [-0.726586, -1.143099, -1.701054], [-1.417436, -1.318832, -0.182327], [0.119349, 1.095454, 0.370568], [1.711954, -0.568273, -1.673110], [2.172438, 0.954341, -0.920068], [-0.330590, 1.542967, -2.312413], [0.851184, 1.666924, -4.669597], [2.208299, 0.898161, -3.990222], [0.283519, -1.046923, 1.744674], [1.653766, -0.279062, 1.290629], [1.311775, -1.504080, 0.281624], [-1.111890, -0.636983, 2.999024], [-1.312066, -2.038484, 2.662237], [-0.551821, -1.450764, 2.836527], [-2.967251, 0.631675, 4.049618], [-1.469723, 0.792354, 4.425351], [-2.072562, 0.607910, 3.694063]],
  "atomic_forces_ev_per_a": [[-1.905, 0.360, -0.326], [0.894, -2.889, 1.023], [-0.752, 0.727, 1.115], [-0.437, -0.806, -0.139], [1.986, 0.168, -1.878], [1.159, 1.262, 0.008], [0.235, 0.305, 0.269], [0.839, -0.106, -0.343], [0.459, 0.443, 0.548], [-0.788, 0.590, -0.438], [-0.027, 0.298, -0.363], [0.116, 0.133, -0.463], [0.116, 0.409, 0.223], [-1.191, 0.269, 0.622], [0.088, -0.312, 0.795], [-0.715, -0.627, -1.064], [0.166, 0.022, -0.354], [-0.280, -0.524, 0.534], [0.359, -0.016, 0.571], [0.732, -0.538, -0.002], [-1.200, 0.737, -0.371], [-0.026, -0.006, 0.083], [-0.323, 0.171, 0.195], [0.495, -0.069, -0.244]]
}